15
Properties=species:S:1:pos:R:3:forces:R:3:mulliken_charge:R:1 method="wB97M-V/def2-TZVPD" smiles="C#C[C@@H](F)C(=C)OC" e_above_lowest_kj_mol=314.7 energy_ha=-407.798738 e_lumo_ev=0.954 charge=0
C 2.4512 -0.1004 -0.7917 0.46 0.05 0.52 0.1795
C 1.5169 -0.5803 -0.2081 0.14 -0.30 -0.05 -0.5241
C 0.3361 -1.0868 0.5107 -1.16 0.63 -0.17 -0.1932
F 0.4519 -0.7901 1.8740 0.26 -0.12 -0.11 -0.2803
C -0.9712 -0.4185 0.0008 0.72 -1.61 -0.26 0.6359
C -1.8457 -1.1990 -0.6363 -1.26 1.52 -0.54 -0.8574
O -1.2488 0.8839 0.2168 1.34 0.27 0.52 -0.3883
C -0.1116 1.8185 0.3556 -1.65 -0.35 1.25 -0.6748
H 3.3861 0.3485 -1.0954 -0.63 -0.30 -0.18 0.4126
H 0.1556 -2.1820 0.4361 0.53 0.76 -0.15 0.3263
H -1.7120 -2.2454 -0.9236 -0.03 0.52 0.48 0.2760
H -2.7531 -0.6094 -0.9604 0.89 -1.19 0.08 0.2400
H 0.3068 1.9743 -0.6089 0.34 0.37 -0.76 0.3096
H 0.6721 1.4917 1.0579 -0.56 -0.10 -0.24 0.2850
H -0.6342 2.6951 0.7724 0.60 -0.15 -0.40 0.2531



19
Properties=species:S:1:pos:R:3:forces:R:3:mulliken_charge:R:1 method="wB97M-V/def2-TZVPD" e_above_lowest_kj_mol=250.5 energy_ha=-327.531673 e_lumo_ev="1.036 / -1.505" s_squared=0.76 charge=0 multiplicity=2
C 0.8556 -0.0713 2.3486 4.85 3.24 -0.70 -0.9456
N 1.2629 0.5338 1.0340 -1.78 -2.40 -2.05 -0.5337
C 0.1051 -0.0209 0.1170 1.84 -0.11 -0.27 0.5751
C -0.4410 1.0431 -0.8228 -0.77 0.00 0.71 -0.9569
C -1.8790 0.4938 -1.4508 0.47 2.56 1.67 -0.3116
O -1.9979 -0.7943 -1.4823 -0.02 -1.83 0.37 -0.3853
C 0.6894 -1.2177 -0.7016 -3.80 -1.59 -0.53 -1.5016
H 0.2346 0.7105 2.6372 -1.56 0.81 1.53 0.3760
H 1.8864 0.1379 2.8443 -2.08 -1.49 0.48 0.3721
H 0.3555 -0.9906 2.2740 0.06 -1.60 0.40 0.3014
H 2.1287 0.0548 0.6792 -1.22 0.57 0.56 0.3294
H -0.7346 -0.3421 0.7601 0.54 0.07 -0.26 0.2634
H -0.6490 2.0047 -0.2729 0.21 -1.01 -0.62 0.3282
H 0.2564 1.2368 -1.6272 0.02 0.05 -0.31 0.3031
H -2.5828 0.9783 -0.6571 0.63 -0.69 -1.27 0.2693
H -1.9254 0.9135 -2.4352 -0.46 0.88 -0.62 0.3506
H 0.2954 -1.2802 -1.7258 -1.14 0.36 0.14 0.3796
H 0.5225 -2.3101 -0.4432 0.35 1.52 0.70 0.2981
H 1.6171 -1.0801 -1.0754 3.86 0.66 0.08 0.4885



192
Properties=species:S:1:pos:R:3:forces:R:3:mulliken_charge:R:1 method="wB97M-V/def2-TZVPD" energy_ha=-3317.445454 e_lumo_ev=0.614 charge=0
N -0.7732 1.6568 0.7192 -0.22 0.78 1.08 0.3951
H -0.2794 2.3031 1.3687 -0.31 -0.56 -0.95 0.0705
H -2.2400 2.3462 0.0695 0.11 0.93 -0.32 0.1772
H -0.9555 0.8096 1.2479 0.00 -0.10 -0.02 -0.3325
H -0.2344 1.3872 -0.0890 0.46 0.20 0.24 -0.2334
N 0.5506 5.4433 -0.1038 0.70 0.33 0.30 -0.5415
H 0.2316 5.1347 0.8173 -0.21 -0.11 -0.14 -0.0174
H 1.3707 4.8645 -0.3134 -0.23 -0.28 -0.03 0.1942
H 0.9478 6.3652 0.0744 -0.22 0.05 -0.15 0.2345
H -0.4788 5.0278 -1.5643 0.83 0.16 0.77 0.1656
O -2.9601 2.8942 -0.3981 0.07 -0.61 0.58 0.1963
C -2.7862 4.2901 -0.3237 0.04 0.21 -1.22 0.0511
C -2.4220 4.8836 -1.6894 -0.02 -1.48 -1.60 -0.9679
O -1.0735 4.5696 -2.1705 -1.37 -0.72 -0.26 -0.3674
H -2.0642 4.6618 0.3599 1.08 -0.35 0.95 -0.1564
H -3.7013 4.7312 0.0405 -0.65 0.26 -0.21 0.3390
H -2.4393 5.9538 -1.7253 -0.69 0.72 0.29 0.5521
H -3.0928 4.4390 -2.4939 0.57 0.72 1.04 0.1796
C -4.8636 -5.8798 1.7852 -0.05 0.67 -1.41 -1.2680
C -4.1167 -5.5304 3.0453 1.15 0.21 0.12 1.1517
C -5.0044 -4.9092 4.1092 -1.79 -0.25 -0.95 -0.6567
O -4.2053 -4.4081 5.1212 0.36 0.06 1.11 -0.2928
C -5.0076 -4.0877 6.2695 1.22 -0.28 -0.68 -0.8601
N -3.3482 -6.6551 3.6215 -2.34 -0.21 -1.54 -0.8668
H -4.1989 -6.1903 0.9773 0.52 0.12 0.15 0.0598
H -5.3515 -4.9690 1.3751 0.13 -0.42 0.37 0.2815
H -5.5817 -6.6703 1.7639 -0.74 -0.54 0.85 0.4100
H -3.3423 -4.7977 2.6706 -0.91 0.09 0.67 -0.0815
H -5.8067 -5.6407 4.5029 1.36 0.51 -0.44 0.3884
H -5.6459 -4.0952 3.6490 0.69 -0.42 0.29 0.2263
H -5.8066 -3.5122 5.8361 -0.90 0.36 0.60 0.3882
H -4.3924 -3.4706 6.9479 -0.37 -0.40 -0.25 0.2050
H -5.3304 -5.0345 6.7375 -0.15 0.55 0.02 0.3381
H -2.7052 -6.8978 2.9023 0.98 -0.47 -0.12 0.2571
H -2.9220 -6.3915 4.4625 0.93 0.51 1.11 0.2809
C 5.8641 1.0544 2.3308 -0.44 0.73 2.22 -0.6596
C 6.4020 0.9232 0.9802 2.08 0.61 -3.45 0.4094
C 6.0382 -0.4322 0.2860 1.68 0.42 1.32 -0.1259
O 6.6051 -1.5274 1.1019 -0.65 0.92 -1.77 -0.3158
C 7.8443 -2.0071 0.5670 -0.46 -0.05 0.26 -0.6927
N 6.0301 2.0268 -0.0450 0.33 -1.48 1.32 -0.3621
H 6.6279 0.7024 3.0720 -0.59 0.68 -0.50 0.2864
H 5.0885 0.3047 2.4385 -0.71 0.30 0.27 -0.1794
H 5.4954 2.1131 2.5892 0.52 -1.66 -0.32 0.2891
H 7.5461 0.9827 1.0104 -1.27 -0.44 0.20 0.1721
H 6.4828 -0.4026 -0.7320 -0.32 -0.36 0.49 0.5567
H 4.9687 -0.5702 0.2225 -0.24 -0.04 0.05 -0.4499
H 7.8718 -3.0743 0.8949 0.44 0.81 -0.49 0.2439
H 8.6629 -1.4123 1.0193 -0.08 -0.50 -0.36 0.2484
H 7.8668 -1.8967 -0.5558 0.07 -0.37 1.10 0.3084
H 6.1432 2.9570 0.4022 0.17 -0.78 -0.77 0.1280
H 6.7358 1.8110 -0.7712 -0.65 1.15 0.38 0.2482
C 0.0236 -8.3578 0.5370 0.40 0.68 -0.14 -1.6205
C -0.0535 -6.9314 -0.0587 -1.13 -0.31 -0.12 0.7897
C -0.9960 -6.9544 -1.2773 -0.43 -1.21 0.11 -1.0577
O -1.1043 -5.6900 -1.9002 0.81 -0.10 0.98 -0.1273
C -1.6989 -5.6554 -3.1428 -0.44 0.18 -1.57 -0.9042
N -0.7055 -5.9928 0.8345 -1.47 0.27 -1.62 -0.2102
H 0.5163 -9.0109 -0.1702 0.18 -0.26 -0.19 0.4362
H -0.9443 -8.7684 0.7590 -0.72 0.00 -0.14 0.3634
H 0.5586 -8.4326 1.4848 0.26 0.40 -0.10 0.3938
H 0.9051 -6.5946 -0.4242 0.71 0.09 0.09 0.0865
H -1.9836 -7.2508 -0.8636 0.24 0.07 -0.38 0.2662
H -0.6819 -7.7198 -2.0125 0.02 0.27 0.18 0.4596
H -1.1452 -6.1894 -3.9597 -0.25 -0.04 0.81 0.3518
H -1.6999 -4.6125 -3.4536 -0.03 0.18 0.02 0.1435
H -2.7498 -5.9825 -3.1419 0.21 -0.20 0.12 0.3172
H -0.2639 -5.7387 1.6691 1.11 0.39 1.08 0.2583
H -0.9780 -5.1680 0.2748 0.35 -0.45 0.87 -0.0887
C 3.1984 4.3631 -3.0587 -0.23 -0.93 1.00 -1.4861
C 3.8196 3.9651 -1.7282 -1.27 0.91 0.91 0.5157
C 4.1678 5.2129 -0.9416 1.94 -0.62 -0.29 -1.0366
O 4.7194 4.8673 0.3497 -0.15 1.99 -0.08 -0.0997
C 5.0375 6.1533 0.9776 -0.31 -0.54 -1.04 -0.8560
N 2.7731 3.2355 -1.0195 -0.24 -1.79 -0.06 0.0815
H 2.9184 3.4098 -3.5496 -0.16 0.78 -0.11 0.2734
H 3.9411 4.8614 -3.6154 0.60 0.79 -1.11 0.6195
H 2.3299 5.0189 -2.8300 0.39 -0.51 -0.50 0.2282
H 4.6794 3.3469 -1.7502 1.14 -0.51 -0.73 0.4691
H 3.2910 5.8115 -0.8227 -0.70 0.62 0.18 0.2628
H 4.9559 5.8077 -1.5058 -0.84 -0.49 0.47 0.4579
H 5.6099 5.9876 1.8753 -0.05 -0.24 0.39 0.2707
H 4.1152 6.7511 1.1840 0.61 -0.53 -0.09 0.2535
H 5.6804 6.7181 0.2723 -0.31 -0.06 0.37 0.3509
H 2.4047 2.5747 -1.7290 -0.24 0.45 0.59 -0.2814
H 3.2242 2.5476 -0.3975 -0.13 0.69 0.14 -0.0534
C 3.2756 -4.0273 -2.1663 1.37 0.11 1.01 -1.8500
C 2.0094 -3.2545 -2.4176 -0.04 1.14 0.58 2.5490
C 1.5768 -3.5359 -3.8621 0.36 0.64 -0.25 -1.3453
O 0.4876 -2.6894 -4.2468 0.61 -0.62 1.48 0.1222
C 0.3118 -2.6564 -5.5989 -0.51 -0.24 -2.44 -1.0094
N 1.0454 -3.7031 -1.4154 -0.48 -0.15 -0.34 0.8661
H 3.0758 -5.0026 -2.6082 0.48 -0.43 0.31 0.3923
H 3.5302 -4.1153 -1.0592 -0.67 -0.06 -1.41 0.2248
H 4.1960 -3.6124 -2.6105 -0.47 -0.05 -0.25 0.3152
H 2.0794 -2.1518 -2.1955 0.49 -1.00 -0.71 -0.5706
H 1.2828 -4.6168 -3.8929 0.20 0.62 -0.37 0.4635
H 2.4324 -3.3022 -4.5796 -0.83 -0.67 0.81 0.5239
H 1.2647 -2.4970 -6.1652 -0.48 0.28 0.46 0.3686
H -0.4183 -1.8502 -5.8312 0.54 -0.47 0.04 0.2221
H -0.0756 -3.6119 -6.0610 0.04 0.56 0.69 0.2613
H 0.4404 -4.4127 -1.8153 0.07 -0.42 0.19 -0.3981
H 0.4175 -2.9333 -1.3092 -0.59 0.56 0.38 -0.8744
C 2.0233 -0.7888 0.6653 2.39 0.85 0.18 1.2066
C 2.3856 -1.4933 1.9845 -0.56 -1.14 -0.76 0.5634
C 1.0340 -1.8952 2.6372 -0.19 1.25 -1.07 -1.1225
O 0.0791 -0.7834 2.7499 1.09 -0.46 0.70 0.3134
C 0.2676 -0.0356 3.9756 1.33 -0.71 -1.14 -0.6844
N 3.1427 -2.7825 1.7627 0.10 1.05 0.38 -0.6992
H 1.4268 0.1013 0.7795 -0.44 0.11 0.32 -0.3597
H 1.5129 -1.4927 0.0349 -0.19 -0.25 -0.47 -0.4707
H 2.9699 -0.4034 0.1706 -1.08 -0.74 0.24 -0.4067
H 3.0246 -0.9040 2.6251 -0.02 0.43 0.27 0.2439
H 1.1798 -2.3064 3.6381 -0.13 -0.57 -0.29 0.5550
H 0.6250 -2.5497 1.8251 -0.14 -0.01 1.30 -0.2792
H 0.3209 -0.7368 4.8015 -0.55 -0.14 0.45 0.4433
H -0.5804 0.6357 4.0139 0.12 0.32 0.32 -0.1353
H 1.2831 0.4635 4.0306 -1.15 0.02 -0.44 0.2361
H 2.8759 -3.2354 0.8889 0.01 0.26 0.16 0.1910
H 4.1538 -2.5842 1.7548 -0.70 -0.24 -0.20 0.3157
C -4.1017 -0.6111 4.5295 -0.63 1.02 0.13 -0.9984
C -3.4275 -0.7433 3.1768 0.61 1.70 0.24 0.2830
O -3.2798 0.5350 2.5049 -0.36 -0.40 -0.10 0.2238
H -5.1404 -0.2145 4.5057 0.66 -0.04 -0.24 0.3669
H -3.5116 -0.0009 5.2446 -0.33 -0.17 -0.66 0.0846
H -4.1703 -1.5572 5.0011 -0.03 -1.26 0.34 0.0814
H -3.8232 -1.4992 2.5223 -0.60 -0.22 -0.24 0.2487
H -2.4019 -0.9898 3.3469 0.72 -0.71 0.21 -0.3706
H -3.9292 0.6986 1.7757 -0.03 -0.13 0.57 -0.1996
C 0.9900 6.0853 -6.2548 -0.77 2.18 0.83 -1.3923
C -0.0060 5.1576 -5.6537 -2.39 -0.32 -1.20 0.5052
O -1.0623 5.7456 -4.8224 1.68 -0.69 -0.28 -0.6110
H 0.4462 6.8242 -6.9108 0.73 -0.47 0.79 0.3381
H 1.6539 5.5313 -6.8767 0.68 -0.44 -0.41 0.3669
H 1.5395 6.5970 -5.4272 -0.19 -0.10 -0.89 0.2767
H 0.4964 4.3591 -5.1454 0.21 -0.46 0.58 -0.1972
H -0.5545 4.7133 -6.5257 0.41 -0.06 0.67 0.3021
H -1.0012 5.2338 -3.9922 -0.27 0.52 0.04 0.4381
C -3.3291 3.7048 5.5995 1.36 -0.79 -0.66 -1.3903
C -2.3730 2.6884 4.8804 0.46 2.20 1.30 0.7613
O -2.4246 2.9314 3.5075 -0.34 -0.34 -0.36 -0.1521
H -3.0476 4.6943 5.2552 -0.18 0.24 -0.28 0.2572
H -3.1299 3.7301 6.6718 -0.55 -0.35 0.09 0.3919
H -4.3493 3.4683 5.2744 0.14 0.20 0.53 0.3288
H -2.5977 1.6946 5.1840 -0.44 -0.93 -0.19 -0.3729
H -1.3143 2.8295 5.1604 -0.29 0.23 0.41 0.1289
H -2.7996 2.1263 3.1190 -0.10 -0.33 -0.70 0.2473
C -2.3311 -2.0199 -0.3674 0.03 0.29 2.78 0.1325
C -2.2759 -0.7645 -1.1619 0.18 0.84 -0.83 0.0134
O -0.9332 -0.2271 -1.3175 -0.84 0.46 -0.15 1.1141
H -2.2389 -1.8487 0.7530 0.51 -0.03 -1.18 -0.4090
H -1.5110 -2.6282 -0.7220 -0.06 -0.64 0.11 -0.8906
H -3.3063 -2.5240 -0.3921 0.32 -0.02 -0.75 0.7020
H -2.9221 0.0601 -0.8260 0.03 -0.39 0.15 -0.5223
H -2.6078 -1.0899 -2.1370 -0.30 0.34 -0.73 0.4081
H -1.1013 0.6891 -1.7037 0.23 -1.13 0.02 -0.6177
C -1.7042 2.2815 -5.3378 -1.92 0.95 0.06 -1.2662
C -2.1540 1.4905 -4.1286 1.24 -1.27 0.22 0.0987
O -1.4782 1.9061 -2.9446 0.22 0.03 0.44 -0.0692
H -1.9620 1.7494 -6.2417 -0.32 -0.12 -0.37 0.4844
H -0.6514 2.4721 -5.4108 0.54 0.03 0.44 0.0706
H -2.2838 3.2513 -5.3238 0.90 -0.75 -0.26 0.3432
H -1.8844 0.3988 -4.2501 -0.04 0.96 0.11 -0.0454
H -3.2422 1.4567 -3.9884 0.08 0.53 -0.04 0.3161
H -1.2085 2.8531 -2.8372 -0.61 -0.48 -0.35 -0.1838
C 2.7196 -0.3645 -4.4787 -1.07 -0.82 -1.60 -0.9399
C 1.6096 0.3998 -3.8228 -0.79 0.79 -0.42 1.3914
O 1.7790 0.2622 -2.4297 -2.07 -0.44 0.97 0.7302
H 2.3367 -0.5858 -5.5122 0.99 0.31 0.52 0.2629
H 2.6289 -1.3039 -3.9591 0.66 -0.41 -0.04 -0.1362
H 3.7604 -0.0051 -4.4587 -0.66 0.23 0.08 0.3753
H 0.5848 0.0505 -4.1653 1.21 -0.14 0.46 -0.7213
H 1.5653 1.4576 -4.0864 0.35 0.33 -0.03 -0.1689
H 0.8954 -0.0954 -2.1168 1.34 0.56 0.06 -0.2201
C -5.7544 -0.5926 0.3364 -1.08 -0.88 -1.05 -0.5646
C -5.6439 0.7781 -0.2543 -0.16 0.42 -0.94 0.0083
O -4.9967 1.5465 0.7464 0.18 0.63 -0.15 -0.6846
H -6.1039 -0.4979 1.3551 0.09 -0.02 0.39 0.2136
H -4.7855 -1.1009 0.2902 -0.39 -0.16 0.12 -0.2673
H -6.5772 -1.1386 -0.2049 1.07 0.05 0.37 0.4979
H -6.6769 1.1381 -0.4957 0.76 0.20 0.40 0.3565
H -5.0987 0.7741 -1.2437 -0.26 0.08 1.04 -0.0666
H -4.3272 2.1957 0.4074 -0.37 -0.27 -0.50 0.3569
C 1.2716 4.6988 4.3008 -0.50 0.19 -0.98 -0.8753
C 0.0646 5.4815 3.7207 0.39 -1.50 0.41 -0.4725
O -0.5999 4.7911 2.6878 -0.62 -0.37 -0.06 -0.3555
H 0.9595 3.7600 4.7624 -0.13 0.16 0.18 0.1553
H 1.6822 5.3818 5.0345 0.60 -0.21 0.29 0.4265
H 2.0047 4.4068 3.5183 -0.33 0.53 0.42 0.1470
H 0.3885 6.4434 3.3658 0.12 0.49 -0.23 0.4074
H -0.6576 5.6052 4.5149 -0.10 0.50 0.52 0.3186
H -1.3495 4.2817 3.0922 0.68 0.10 -0.78 0.1955